No. 1
Formula: C13H28As3F2OPt
Source: the OMol25 dataset
Level of theory: ωB97M-V/def2-TZVPD

```
48
C13H28As3F2OPt, DFT ωB97M-V/def2-TZVPD
Pt -2.25046 -0.54000 -2.43164
C 0.34697 1.91787 -1.67857
As 0.03269 -0.01724 -1.67292
C 1.37557 -0.51667 -2.98129
C 0.97189 -0.70590 -0.06087
C 0.53487 -0.45266 1.38312
C 1.65740 -1.00645 2.27959
C -0.71424 -1.27378 1.77921
As -2.68689 -0.87131 1.48227
C -2.98437 0.81529 0.48006
C -3.04336 -2.10718 -0.02531
C 0.28416 1.02358 1.67960
As 1.69064 2.48763 1.68216
C 2.20924 2.47069 3.57474
C 3.40906 1.83211 0.95183
H -0.37873 2.46850 -1.08067
H 0.26659 2.25992 -2.71209
H 1.35094 2.14649 -1.31548
H 2.35096 -0.11239 -2.70686
H 1.08715 -0.11532 -3.95505
H 1.45582 -1.59779 -3.07271
H 1.97393 -0.29003 -0.19833
H 1.04252 -1.78664 -0.22403
H 1.72136 -2.08939 2.19340
H 1.46092 -0.76420 3.32193
H 2.62516 -0.60077 1.99789
H -0.69564 -1.36701 2.87288
H -0.59273 -2.28716 1.38486
H -2.62091 1.70004 0.99785
H -4.06741 0.91386 0.38526
H -2.54872 0.75830 -0.53455
H -3.53941 -3.01458 0.31917
H -2.09734 -2.40288 -0.48562
H -3.71499 -1.63285 -0.75724
H -0.15520 1.11184 2.68090
H -0.46877 1.37512 0.96938
H 1.36174 2.72002 4.20953
H 2.98871 3.21266 3.74073
H 2.59345 1.49196 3.85698
H 3.33367 1.46118 -0.06720
H 3.85744 1.07393 1.58866
H 4.07753 2.69304 0.93914
O -4.52575 0.33588 -4.23776
C -3.80966 0.11168 -3.38211
F -0.56164 -2.97090 -2.32036
C -1.51771 -2.46052 -3.16295
F -0.85157 -2.13692 -4.29539
H -2.23483 -3.26106 -3.39214
```

The calculation puts the energy above the lowest of the compared OMol25 structures with the same formula, charge and spin at 87.1 kcal per mole. For the total energy, the calculation gives -7613.4043 Eh. For the orbital gap, the calculation gives 5.05 eV. As for the LUMO energy: -5.94 eV. As for the total charge: +1.

=====

No. 2
Formula: C13H18BaNO7
Source: the OMol25 dataset
Level of theory: ωB97M-V/def2-TZVPD

```
40
C13H18BaNO7, DFT ωB97M-V/def2-TZVPD
Ba 0.14925 -0.59718 -0.56945
C -1.38871 -3.02328 -3.27950
O -0.13777 -2.38839 -2.80338
C 0.94122 -2.92741 -3.53522
C 2.15837 -3.06533 -2.68436
O 2.50312 -1.81527 -2.07751
C 3.83911 -1.80444 -1.59016
C 4.05354 -0.71996 -0.49572
O 2.88329 -0.41601 0.27026
C 3.32588 0.55554 1.27145
H -1.32027 -4.12829 -3.07061
H -2.21261 -2.59753 -2.71413
H -1.51283 -2.83300 -4.33252
H 0.64274 -3.92487 -3.95450
H 1.05498 -2.21601 -4.33030
H 2.02679 -3.79854 -1.87102
H 3.01279 -3.46579 -3.28286
H 4.13134 -2.75733 -1.10986
H 4.56023 -1.66883 -2.42173
H 4.92098 -0.96775 0.14843
H 4.42114 0.19062 -1.01313
H 3.81641 -0.06157 2.09528
H 4.06740 1.21198 0.88750
H 2.43033 1.13864 1.51662
O -0.46739 0.67027 1.52278
C -1.75791 0.55627 1.37577
O -2.28683 -0.26679 0.52279
C -2.64194 1.54291 2.05950
C -3.98794 1.47719 1.79882
C -4.79304 2.56375 2.05133
C -4.29287 3.64409 2.76649
C -2.96980 3.62358 3.15935
C -2.09632 2.64009 2.79552
N -2.47564 4.80674 3.77478
O -1.30954 4.78679 4.26072
O -3.21195 5.79269 3.69411
H -4.31905 0.58151 1.27499
H -5.81059 2.57205 1.71510
H -4.93713 4.42349 3.15428
H -1.00878 2.66536 3.02010
```

The calculation puts the energy above the lowest of the compared OMol25 structures with the same formula, charge and spin at 0.0 kcal per mole. For the total energy, the calculation gives -1112.8300 Eh. For the orbital gap, the calculation gives 8.61 eV. As for the LUMO energy: -3.33 eV. As for the total charge: +1.

=====

No. 3
Formula: C2H9NO2
Source: the OMol25 dataset
Level of theory: ωB97M-V/def2-TZVPD

```
14
C2H9NO2, DFT ωB97M-V/def2-TZVPD
C 0.08104 1.06809 0.38503
C 1.29196 0.13042 0.52794
N 2.47762 0.71532 0.09938
H 0.31599 2.02644 0.83188
H -0.79576 0.54530 0.76346
H -0.15172 1.16294 -0.67810
H 1.12140 -0.72883 -0.15791
H 1.36731 -0.28452 1.55355
H -3.29026 0.11580 -0.35998
H -0.98615 -2.55751 -1.71789
O -2.32482 -0.03649 -0.24379
H -1.43931 -1.30377 -0.84613
H 3.09128 1.13497 0.82273
O -0.75858 -1.98814 -0.98016
```

Its expectation value of S² is 1.76. The calculation puts the energy above the lowest of the compared OMol25 structures with the same formula, charge and spin at 137.7 kcal per mole. For the total energy, the calculation gives -286.3049 Eh. As for the multiplicity: 2. For the orbital gap (spin up / spin down), the calculation gives 8.06 / 5.53 eV. As for the LUMO energy (spin up / spin down): -6.70 / -9.24 eV. As for the total charge: +1.

=====

No. 4
Formula: C2H9N4O
Source: the OMol25 dataset
Level of theory: ωB97M-V/def2-TZVPD

```
16
C2H9N4O, DFT ωB97M-V/def2-TZVPD
N 0.09186 0.85234 3.03731
C 0.10500 1.44208 1.71360
N -0.39585 2.71498 1.43905
O 0.50707 0.71647 0.81605
H -0.65154 0.12359 3.05452
H 0.96165 0.33003 3.23650
H 0.18261 3.09691 0.67466
H -1.37716 2.73329 1.07814
N 1.24955 -1.54234 -1.82494
C 0.00980 -1.31317 -2.30477
N -1.03085 -1.57834 -1.61435
H 1.32983 -2.10417 -0.97052
H 2.06916 -1.32630 -2.41625
H -0.13055 -0.98353 -3.34623
H -1.95506 -1.36037 -1.95991
H -0.96552 -1.80146 -0.61286
```

The calculation puts the energy above the lowest of the compared OMol25 structures with the same formula, charge and spin at 45.8 kcal per mole. For the total energy, the calculation gives -375.6245 Eh. For the orbital gap, the calculation gives 8.52 eV. As for the LUMO energy: -3.78 eV. As for the total charge: +1.

=====

Question: total charge of number 2 (C13H18BaNO7)?
Answer: +1